ORCA calculation (ωB97M-V/def2-TZVPD) on a cluster of 2 separate species, C24H22F6N6 in total at a distorted geometry.

Calculated values
Net charge: 0
Multiplicity: 1
Energy relative to the best compared isomer or geometry (same formula, charge and spin), kJ/mol: 31.0
Gap between HOMO and LUMO, eV: 4.2

```
58
Properties=species:S:1:pos:R:3:forces:R:3:mulliken_charge:R:1
C 2.698 0.285 5.128 0.545 -0.350 -0.579 -0.97
N 1.313 -0.130 5.135 -0.310 0.485 0.954 0.28
C 0.779 -0.605 6.399 -0.093 0.481 -0.676 -1.03
C 0.983 -2.096 6.478 0.298 -1.430 -0.437 0.98
F 0.553 -2.657 7.639 0.402 0.556 -1.002 -0.26
F 0.319 -2.715 5.439 0.619 0.448 1.152 -0.26
F 2.318 -2.402 6.321 -1.291 0.093 0.325 -0.27
C 0.571 -0.166 3.977 -0.452 -0.072 -0.693 0.53
C -0.692 0.480 3.864 0.303 -0.303 0.229 -0.68
C -1.310 0.554 2.636 0.226 -0.011 -0.347 -0.97
C -0.773 -0.133 1.495 0.052 -0.465 0.412 0.38
C -1.295 0.130 0.211 -0.393 -0.496 0.658 -0.27
C -0.922 -0.470 -1.017 0.796 -0.272 -1.284 0.74
C -1.846 -0.485 -2.113 0.063 0.252 0.929 -0.79
C -1.572 -1.177 -3.273 0.579 -0.591 -0.356 -0.61
C -0.360 -1.903 -3.399 -0.190 0.697 1.344 -0.21
N 0.023 -2.540 -4.575 0.056 -0.043 -1.594 0.40
C -0.292 -3.923 -4.858 0.167 -0.334 0.362 -0.92
C 0.714 -1.796 -5.621 -0.699 -0.082 0.829 -0.97
C 2.195 -1.707 -5.362 1.114 0.051 0.473 0.91
F 2.879 -1.164 -6.410 -0.545 -0.528 0.906 -0.28
F 2.448 -0.927 -4.257 0.014 -0.728 -1.106 -0.24
F 2.719 -2.951 -5.105 -0.222 1.143 -0.277 -0.28
C 0.553 -1.908 -2.325 -0.374 0.009 -0.536 0.27
C 0.339 -1.105 -1.230 -0.421 -0.158 0.510 -1.26
C 0.303 -1.046 1.748 0.383 0.646 -0.141 -1.13
C 1.067 -0.910 2.880 -0.051 0.083 0.178 -0.12
H 2.862 0.996 4.305 -0.033 -0.162 0.336 0.34
H 2.920 0.775 6.085 0.034 -0.085 -0.307 0.33
H 3.382 -0.569 4.991 -0.004 0.327 0.135 0.34
H 1.338 -0.126 7.210 -0.427 -0.109 0.030 0.39
H -0.298 -0.407 6.437 0.215 -0.023 0.354 0.33
H -1.093 0.971 4.752 0.006 -0.010 -0.393 0.45
H -2.206 1.159 2.498 0.298 -0.013 0.004 0.43
H -2.101 0.859 0.160 -0.107 0.178 -0.163 0.21
H -2.786 0.052 -1.990 0.237 -0.083 -0.059 0.39
H -2.277 -1.212 -4.108 0.218 0.183 0.314 0.47
H -1.137 -4.244 -4.232 0.195 0.054 -0.292 0.33
H -0.554 -4.018 -5.922 -0.066 -0.137 0.320 0.34
H 0.567 -4.586 -4.647 -0.333 0.058 -0.121 0.26
H 0.563 -2.324 -6.569 0.016 0.398 0.062 0.43
H 0.328 -0.767 -5.631 0.137 -0.183 -0.407 0.33
H 1.435 -2.541 -2.424 0.002 0.487 0.002 0.46
H 1.154 -0.966 -0.525 -0.259 0.028 -0.202 0.85
H 0.550 -1.825 1.034 -0.008 0.275 0.129 1.01
H 2.027 -1.418 3.008 -0.526 -0.150 -0.061 0.39
C -1.322 5.986 -1.654 -0.877 -1.298 0.481 -0.22
N -0.009 5.799 -1.781 0.722 0.503 -0.235 -0.65
C 0.556 4.623 -1.517 -1.728 -0.859 0.501 -0.15
N -0.106 3.505 -1.095 1.855 -0.200 -0.183 -0.49
C -1.406 3.596 -0.944 -2.136 3.201 -0.656 0.24
C -2.109 4.905 -1.235 1.037 -2.186 0.482 0.21
N -3.429 4.707 -1.005 -1.466 -1.104 0.555 -0.87
C -3.554 3.401 -0.600 2.704 2.102 -0.975 -0.31
N -2.365 2.711 -0.553 -0.413 -0.308 0.152 -0.03
H -1.781 6.955 -1.869 0.400 -0.165 -0.016 0.40
H 1.638 4.540 -1.646 -0.368 -0.011 0.056 0.38
H -4.495 2.931 -0.335 0.100 0.210 -0.080 0.41
```
Forces are in eV/Å.

---

ORCA calculation (ωB97M-V/def2-TZVPD) on a structure of composition C24H23AuClN2OP at a distorted geometry.

Calculated values
Net charge: +2
Multiplicity: 3
Energy relative to the best compared isomer or geometry (same formula, charge and spin), kJ/mol: 31.9
Gap between HOMO and LUMO (spin up / spin down), eV: 8.1 / 4.0

```
53
Properties=species:S:1:pos:R:3:forces:R:3:lowdin_spin:R:1
Au 0.116 0.993 -0.139 -0.736 -0.620 0.660 0.38
Cl -0.333 3.432 0.054 0.336 -0.995 -0.333 0.52
P 0.956 0.098 -2.130 0.931 -0.284 -1.897 0.12
C 0.054 -0.975 -3.289 -0.872 -0.187 0.327 0.03
C 0.579 -2.151 -3.857 0.217 0.008 0.182 0.01
C -0.150 -2.861 -4.812 -0.099 0.096 0.038 0.00
C -1.438 -2.460 -5.182 0.187 0.234 0.282 0.02
C -2.001 -1.352 -4.539 -0.034 0.079 0.027 0.00
C -1.267 -0.619 -3.606 -0.142 -0.124 -0.036 0.01
C 1.142 1.690 -2.977 -0.664 -1.099 -0.911 0.21
C 2.008 2.605 -2.356 0.620 1.887 0.588 0.17
C 2.116 3.905 -2.833 0.285 -0.032 0.153 0.00
C 1.406 4.290 -3.979 0.794 0.560 1.063 0.21
C 0.621 3.342 -4.647 -0.813 -1.466 -0.549 0.14
C 0.505 2.034 -4.175 -0.072 0.901 -0.482 0.02
C 2.662 -0.532 -2.228 0.469 0.115 1.032 0.05
C 3.301 -0.912 -1.041 0.098 -0.144 -0.091 0.01
C 4.590 -1.449 -1.072 -0.007 -0.105 0.141 0.00
C 5.274 -1.609 -2.281 -0.431 0.104 0.191 0.01
C 4.652 -1.184 -3.461 -0.098 -0.048 0.147 0.00
C 3.364 -0.645 -3.440 0.070 0.088 -0.210 0.02
H 2.573 2.325 -1.470 -0.071 -0.065 -0.111 0.00
H 2.763 4.608 -2.303 -0.248 -0.174 -0.293 0.00
H 1.480 5.318 -4.344 -0.052 -0.379 0.070 0.01
H 0.086 3.614 -5.557 0.215 -0.001 0.175 0.00
H -0.049 1.308 -4.763 -0.034 0.114 0.317 0.00
H 1.553 -2.529 -3.548 -0.229 0.159 -0.164 0.00
H 0.290 -3.749 -5.259 -0.058 0.179 0.106 0.00
H -2.007 -3.010 -5.942 0.294 0.229 0.438 0.00
H -3.029 -1.066 -4.750 0.225 -0.005 -0.003 0.00
H -1.723 0.230 -3.097 -0.060 -0.119 -0.187 0.00
H 2.762 -0.810 -0.099 0.242 -0.098 -0.082 0.00
H 5.054 -1.775 -0.142 -0.117 0.116 -0.225 0.00
H 6.268 -2.076 -2.292 -0.506 0.333 -0.062 0.00
H 5.179 -1.300 -4.404 -0.169 0.100 0.072 0.00
H 2.905 -0.331 -4.376 0.076 -0.086 0.150 0.00
H -0.487 -2.868 -0.048 -0.065 0.020 -0.034 0.00
H 0.235 -2.864 0.120 0.074 0.017 0.016 0.00
N -4.488 -0.815 4.778 0.465 0.192 -0.199 0.00
C -3.911 -0.830 3.539 -1.748 -1.228 -0.394 0.00
O -4.432 -1.399 2.572 0.946 1.084 1.247 0.00
C -2.587 -0.149 3.408 1.604 -0.284 -0.382 0.00
C -1.880 0.473 4.454 0.225 -0.238 0.030 0.01
C -0.601 0.994 4.199 -0.281 0.143 -0.446 0.00
C -0.087 0.888 2.904 -0.264 0.793 0.755 0.00
N -0.714 0.252 1.917 -0.803 0.213 -0.516 0.04
C -1.932 -0.287 2.165 -0.565 0.534 -0.539 0.00
H -5.375 -1.279 4.932 0.261 0.037 -0.277 0.00
H -3.996 -0.494 5.602 -0.269 -0.099 -0.338 0.00
H -2.309 0.528 5.474 0.384 0.192 -0.830 0.00
H -0.036 1.583 4.925 -0.298 -0.410 -0.105 0.00
H 0.763 1.481 2.581 0.313 -0.329 0.469 0.00
H -2.473 -0.714 1.290 0.473 0.093 1.021 0.00
```
Forces are in eV/Å.

---

ORCA calculation (ωB97M-V/def2-TZVPD) on a structure of composition C24H23BClIrNP at a distorted geometry.

Calculated values
Net charge: +1
Multiplicity: 6
Gap between HOMO and LUMO (spin up / spin down), eV: 6.0 / 5.0

```
52
Properties=species:S:1:pos:R:3:forces:R:3:lowdin_spin:R:1
C -1.049 -1.676 4.033 0.244 -2.762 0.372 0.13
C -0.948 -1.861 2.621 -0.770 -0.261 -0.574 0.17
C 0.412 -2.038 2.263 0.442 -1.826 0.074 0.21
H -1.777 -1.849 1.897 0.449 0.184 0.630 0.01
C 1.205 -2.027 3.472 -0.033 -1.471 0.276 0.11
C 0.283 -1.882 4.595 -1.447 -1.622 -0.668 0.09
H 0.410 -1.894 5.664 0.617 0.176 0.072 0.01
H -1.933 -1.474 4.609 -0.155 -0.096 -0.002 0.01
H 0.804 -2.198 1.259 -0.109 0.189 0.349 0.01
H 2.292 -2.072 3.514 -0.401 -0.291 0.130 0.01
Ir 0.309 -0.112 3.471 1.134 5.803 -1.563 2.37
Cl 1.392 1.417 2.240 0.547 0.656 -1.395 0.42
P 0.116 0.346 -0.972 -0.313 0.375 -3.726 0.41
C 1.209 -0.715 -2.001 0.485 -0.322 1.048 0.07
C 0.778 -1.434 -3.128 -0.087 -0.254 -0.035 0.03
H -0.268 -1.392 -3.443 0.381 -0.026 0.101 0.00
C 1.693 -2.202 -3.856 -0.104 0.243 0.174 0.00
H 1.351 -2.751 -4.737 0.131 0.212 0.299 0.00
C 3.033 -2.266 -3.459 -0.084 0.180 0.206 0.04
H 3.745 -2.867 -4.030 -0.259 0.218 0.216 0.00
C 3.464 -1.560 -2.326 -0.057 0.075 -0.008 0.00
H 4.510 -1.602 -2.017 -0.359 -0.025 -0.101 0.00
C 2.557 -0.801 -1.587 -0.077 -0.080 -0.260 0.03
H 2.875 -0.262 -0.689 0.007 -0.185 -0.297 0.00
C -1.529 -0.083 -1.669 -0.275 -0.308 1.126 0.07
C -2.163 -1.219 -1.118 -0.118 0.183 -0.307 0.03
H -1.663 -1.782 -0.324 -0.218 0.118 -0.291 0.00
C -3.410 -1.620 -1.595 0.106 -0.058 0.011 0.00
H -3.888 -2.507 -1.173 0.135 0.328 -0.170 0.00
C -4.045 -0.889 -2.609 0.225 0.047 0.123 0.04
H -5.024 -1.205 -2.978 0.353 0.119 0.146 0.00
C -3.427 0.247 -3.145 0.270 -0.102 0.142 0.00
H -3.915 0.821 -3.934 0.166 -0.207 0.254 0.00
C -2.175 0.657 -2.672 -0.168 0.210 -0.003 0.03
H -1.702 1.548 -3.091 -0.188 -0.326 0.157 0.00
C 0.406 1.990 -1.745 0.115 0.371 1.157 0.07
C 1.119 2.189 -2.939 0.265 0.040 -0.062 0.03
H 1.550 1.338 -3.472 -0.144 0.317 0.175 0.00
C 1.273 3.482 -3.450 -0.141 -0.265 0.141 0.00
H 1.822 3.627 -4.384 -0.215 -0.056 0.324 0.00
C 0.731 4.579 -2.772 -0.100 -0.194 0.188 0.04
H 0.856 5.587 -3.174 -0.038 -0.371 0.152 0.00
C 0.032 4.385 -1.572 -0.055 -0.121 -0.024 0.00
H -0.396 5.237 -1.040 0.192 -0.273 -0.177 0.00
C -0.117 3.102 -1.049 0.087 0.038 -0.250 0.03
H -0.630 2.941 -0.097 0.129 0.161 -0.264 0.00
B -0.018 0.318 7.617 -0.122 0.019 0.476 0.05
C -0.038 0.839 6.175 0.053 -0.113 -1.559 0.20
N -0.029 1.050 4.995 -0.572 1.179 3.662 0.18
H 1.005 -0.358 7.728 -0.279 0.269 -0.124 0.02
H -1.032 -0.376 7.719 0.292 0.226 -0.137 0.02
H -0.053 1.276 8.375 0.060 -0.324 -0.182 0.02
```
Forces are in eV/Å.

---

| no. | calculated total energy (Ha) |
| --- | --- |
| 1 | -1855.3929 |
| 2 | -2049.6744 |
| 3 | -1913.3206 |